Entry 1:
Below is C5H9NO in the gas phase at a distorted geometry, with properties calculated with wB97M-V/def2-TZVPD.

Atoms and positions in Å:
O1 0.020 -1.915 2.145
N1 0.759 -2.142 -0.458
C1 -0.655 -1.334 1.345
C2 0.500 0.349 -0.178
C3 -0.541 1.429 -0.095
C4 -0.367 2.629 -0.647
C5 -0.112 -1.038 -0.067
H1 -1.674 -0.959 1.528
H2 1.299 0.457 0.567
H3 1.054 0.372 -1.121
H4 1.345 -1.914 -1.243
H5 -1.439 1.361 0.506
H6 1.351 -2.490 0.301
H7 0.490 2.866 -1.260
H8 -1.088 3.422 -0.535
H9 -0.941 -1.093 -0.787

Properties
Spin multiplicity = 1
LUMO level = 0.989 eV
HOMO = -9.35 eV
Frontier orbital gap = 10.3 eV
Charge = 0
SMILES = C=CC[C@@H](N)C=O

---

Entry 2:
Below is 10 unconnected molecules or ions with the total composition C32H86N2O10 at a distorted geometry, with properties calculated with wB97M-V/def2-TZVPD.

Atoms and positions in Å:
O1 1.741 -6.051 1.100
O2 -0.143 1.296 -1.794
O3 4.955 3.964 0.098
O4 3.339 -2.929 -3.602
O5 -2.360 -0.474 -2.422
O6 -4.621 1.131 1.561
O7 2.479 1.748 4.532
O8 -6.470 -2.952 0.442
O9 -3.004 6.340 -2.249
O10 5.697 -1.866 -2.557
N1 -4.694 -0.936 -0.579
N2 2.945 -1.076 4.685
C1 -3.888 0.288 -4.121
C2 -4.259 -2.236 -0.053
C3 0.366 -4.438 0.035
C4 2.501 -3.813 1.310
C5 2.334 -0.468 3.501
C6 -1.158 1.180 0.394
C7 4.694 2.705 0.744
C8 5.900 1.782 0.566
C9 2.144 -2.198 -3.891
C10 -5.208 -2.773 1.022
C11 2.546 -0.742 -3.694
C12 3.454 2.116 0.124
C13 0.810 -0.550 3.634
C14 -4.446 2.496 1.189
C15 2.990 3.049 4.508
C16 4.902 -1.684 -0.292
C17 0.136 1.130 -0.404
C18 -2.823 -2.037 -4.163
C19 0.930 -0.178 -0.261
C20 -1.826 4.763 -0.831
C21 7.315 -1.923 -0.845
C22 1.086 -2.593 -2.884
C23 -2.219 6.226 -1.065
C24 -2.812 -2.215 0.416
C25 1.267 -4.698 1.245
C26 -2.660 -0.561 -3.807
C27 5.904 -2.340 -1.227
C28 -3.003 6.809 0.115
C29 -7.363 -3.656 1.271
C30 -5.807 3.117 0.863
C31 2.781 1.004 3.365
C32 -3.785 3.271 2.323
H1 3.223 -4.004 0.519
H2 0.615 -1.630 3.575
H3 -3.336 -2.176 -5.122
H4 3.001 -3.973 2.268
H5 3.406 -0.395 -4.269
H6 -4.332 3.149 3.267
H7 4.915 -2.164 0.691
H8 0.858 -4.614 -0.920
H9 4.543 3.011 1.781
H10 -6.501 2.989 1.700
H11 -4.002 0.582 -5.165
H12 2.939 -0.627 -2.673
H13 3.542 1.936 -0.954
H14 3.368 -3.775 -4.060
H15 -5.201 -2.068 1.867
H16 -2.351 6.645 0.974
H17 2.578 2.748 0.277
H18 1.834 -2.230 -4.940
H19 -5.766 4.186 0.656
H20 -6.266 2.600 0.019
H21 7.405 -0.835 -0.801
H22 2.591 -0.976 2.571
H23 4.051 3.143 4.237
H24 0.655 -4.565 2.140
H25 -5.211 1.111 2.325
H26 5.656 0.843 1.073
H27 2.238 -2.750 1.261
H28 5.765 -3.427 -1.225
H29 -3.187 7.860 -0.102
H30 1.294 -0.288 0.766
H31 -3.967 6.334 0.289
H32 -2.047 -2.039 -0.337
H33 3.832 1.088 3.066
H34 6.049 1.535 -0.487
H35 -4.805 -0.243 -3.853
H36 -4.551 -0.290 0.212
H37 -2.685 4.106 -0.680
H38 0.749 -3.631 -2.985
H39 0.317 -1.054 -0.487
H40 -1.917 0.526 -0.031
H41 4.858 -2.275 -2.839
H42 -4.252 -2.933 -0.904
H43 -5.709 -0.980 -0.650
H44 2.939 3.451 5.518
H45 0.420 -0.394 4.642
H46 1.759 -0.198 -0.965
H47 -3.805 1.197 -3.524
H48 -1.316 6.829 -1.205
H49 1.763 0.018 -3.729
H50 -2.753 2.985 2.528
H51 1.704 -6.504 1.947
H52 -3.473 -2.549 -3.451
H53 -1.850 -2.524 -4.212
H54 -2.539 -3.028 1.087
H55 -1.815 -0.146 -4.364
H56 1.497 -2.646 -1.874
H57 5.000 -0.602 -0.232
H58 6.841 2.123 0.994
H59 0.082 -3.384 0.031
H60 5.166 3.775 -0.824
H61 -2.421 6.199 -3.001
H62 -7.033 -4.679 1.484
H63 3.846 -1.750 -0.593
H64 3.959 -1.056 4.552
H65 8.056 -2.254 -1.573
H66 -7.534 -3.057 2.170
H67 -2.715 -1.307 1.037
H68 0.309 0.045 2.876
H69 -1.095 4.651 -0.030
H70 2.449 3.671 3.787
H71 7.610 -2.285 0.143
H72 -4.825 -3.740 1.378
H73 -0.823 0.642 -2.039
H74 -3.802 4.360 2.222
H75 -1.378 4.354 -1.743
H76 2.177 1.491 2.583
H77 -8.320 -3.816 0.771
H78 2.859 -0.377 5.427
H79 -3.835 2.462 0.288
H80 -0.510 -5.083 0.075
H81 3.151 1.114 0.455
H82 -1.436 2.236 0.390
H83 0.230 -1.918 -2.867
H84 -3.147 -0.628 -1.865
H85 -1.062 0.907 1.449
H86 0.807 1.935 -0.099

Properties
Spin multiplicity = 1
LUMO level = 0.464 eV
HOMO = -9.54 eV
Frontier orbital gap = 10.0 eV
Charge = 0
SMILES = COC[C@H](C)N.COC[C@H](C)N.CC(C)O.CC(C)O.CC(C)O.CC(C)O.CC(C)O.CC(C)O.CC(C)O.CC(C)O

---

Entry 3:
Below is C2HN3O2 in the gas phase at a distorted geometry, with properties calculated with wB97M-V/def2-TZVPD.

Atoms and positions in Å:
O1 -1.099 -0.850 0.035
O2 -0.624 -0.797 2.322
N1 1.248 0.484 -0.056
N2 -0.884 -0.085 -1.126
N3 1.181 -0.596 0.681
C1 -0.321 -0.666 1.082
C2 0.069 1.020 -0.961
H1 0.431 1.489 -1.978

Properties
Spin multiplicity = 1
LUMO level = -1.920 eV
HOMO = -10.35 eV
Frontier orbital gap = 8.4 eV
Charge = 0
SMILES = O=c1nncno1

---

Entry 4:
Below is a molecular structure, C22H44N5O6SZr, with properties calculated with wB97M-V/def2-TZVPD.

Atoms and positions in Å:
Zr1 0.449 0.358 -0.220
S1 1.941 2.388 -1.472
O1 0.834 1.385 -1.940
O2 3.140 2.171 -2.211
O3 2.044 1.827 -0.033
O4 1.392 3.712 -1.455
O5 2.466 -0.861 -0.806
O6 0.466 -2.155 0.222
N1 -0.119 3.601 0.980
N2 1.239 0.134 2.120
N3 -1.641 -0.028 -0.302
N4 2.039 0.106 4.591
N5 -0.659 2.418 0.360
C1 -1.081 0.022 -4.470
C2 3.825 -0.373 -0.966
C3 1.654 -2.918 -0.015
C4 0.941 -0.833 4.395
C5 0.877 1.395 2.843
C6 2.727 0.000 2.221
C7 -1.615 -0.049 -1.725
C8 -2.195 0.937 -2.547
C9 1.565 1.437 4.224
C10 0.401 -1.989 -4.332
C11 -2.526 2.055 -4.764
C12 -1.940 0.976 -3.900
C13 -0.508 -0.966 -3.709
C14 -3.911 -0.971 -0.301
C15 -2.784 -0.356 1.842
C16 -2.974 0.035 0.377
C17 -3.699 1.400 0.409
C18 0.659 -1.009 2.888
C19 -0.661 -2.980 0.545
C20 2.361 -2.246 -1.156
C21 -0.794 -1.005 -2.331
C22 3.130 -0.256 3.690
H1 -1.011 2.630 -0.577
H2 1.795 -2.339 -2.082
H3 -2.054 0.299 2.325
H4 -3.273 2.091 1.142
H5 4.060 -0.293 -2.024
H6 -0.469 -1.850 -1.745
H7 -3.337 2.578 -4.259
H8 2.270 -2.929 0.889
H9 3.352 -2.672 -1.308
H10 4.016 0.327 3.944
H11 -0.210 1.412 2.946
H12 -0.549 -3.398 1.547
H13 0.691 3.860 0.423
H14 1.445 -1.673 -4.256
H15 -0.407 -1.074 2.683
H16 1.395 -3.946 -0.272
H17 3.373 -1.307 3.858
H18 -3.726 -0.241 2.379
H19 3.882 0.604 -0.511
H20 1.196 -1.795 4.843
H21 0.066 -0.450 4.921
H22 3.045 -0.818 1.577
H23 -1.757 2.787 -5.017
H24 -3.438 -1.950 -0.392
H25 -4.826 -1.085 0.280
H26 -0.793 4.353 0.863
H27 -2.907 1.644 -5.698
H28 -4.186 -0.642 -1.304
H29 0.302 -2.964 -3.850
H30 -0.881 0.065 -5.535
H31 -0.744 -3.791 -0.180
H32 0.872 1.798 4.984
H33 -1.468 2.144 0.903
H34 3.158 0.920 1.832
H35 1.128 -1.918 2.520
H36 0.180 -2.116 -5.390
H37 2.419 2.116 4.211
H38 -1.536 -2.348 0.482
H39 -4.724 1.224 0.738
H40 4.498 -1.071 -0.465
H41 -2.464 -1.389 1.965
H42 -3.758 1.904 -0.548
H43 -2.829 1.702 -2.128
H44 1.164 2.242 2.232

Properties
Spin multiplicity = 1
LUMO level = -2.741 eV
HOMO = -11.17 eV
Frontier orbital gap = 8.4 eV
Charge = +1

---

Entry 5:
Below is 9 unconnected molecules or ions with the total composition C4H27N2O8 at a distorted geometry, with properties calculated with wB97M-V/def2-TZVPD.

Atoms and positions in Å:
O1 2.643 0.867 0.828
O2 -1.895 1.943 1.550
O3 -0.930 -0.812 1.308
O4 0.643 -0.572 -1.245
O5 0.652 -3.053 1.706
O6 3.355 -1.617 1.017
O7 -0.294 -3.015 -1.421
O8 1.466 0.624 3.358
N1 -2.955 -0.787 -1.228
N2 0.251 1.778 -0.318
C1 -1.744 0.987 -2.295
C2 -2.618 0.579 -1.346
C3 0.338 2.186 -1.781
C4 -1.129 2.363 -2.220
H1 -1.263 1.352 2.003
H2 -1.737 2.999 -1.554
H3 -0.008 0.730 -0.332
H4 -1.526 0.251 -3.054
H5 -1.213 -1.684 1.606
H6 -2.816 -1.410 -2.031
H7 1.390 -0.322 3.207
H8 -1.979 2.753 2.063
H9 0.958 1.458 -2.250
H10 0.497 -1.100 -2.028
H11 -1.094 2.738 -3.253
H12 3.418 0.400 0.507
H13 2.513 0.453 1.697
H14 1.279 -0.840 -0.574
H15 3.031 -2.480 0.741
H16 -3.017 1.306 -0.653
H17 0.522 -2.327 2.321
H18 1.147 -3.703 2.220
H19 1.434 0.936 4.266
H20 -1.435 -0.712 0.471
H21 -0.670 -3.218 -0.534
H22 0.432 -3.545 -1.027
H23 -3.824 -1.052 -0.784
H24 -0.235 2.448 0.267
H25 4.263 -1.555 0.687
H26 1.246 1.557 -0.113
H27 0.908 3.096 -1.784

Properties
Spin multiplicity = 1
LUMO level = -2.794 eV
HOMO = -10.95 eV
Frontier orbital gap = 8.2 eV
Charge = +1

---

Please write out number 4 again, unchanged.
Below is a molecular structure, C22H44N5O6SZr, with properties calculated with wB97M-V/def2-TZVPD.

Atoms and positions in Å:
Zr1 0.449 0.358 -0.220
S1 1.941 2.388 -1.472
O1 0.834 1.385 -1.940
O2 3.140 2.171 -2.211
O3 2.044 1.827 -0.033
O4 1.392 3.712 -1.455
O5 2.466 -0.861 -0.806
O6 0.466 -2.155 0.222
N1 -0.119 3.601 0.980
N2 1.239 0.134 2.120
N3 -1.641 -0.028 -0.302
N4 2.039 0.106 4.591
N5 -0.659 2.418 0.360
C1 -1.081 0.022 -4.470
C2 3.825 -0.373 -0.966
C3 1.654 -2.918 -0.015
C4 0.941 -0.833 4.395
C5 0.877 1.395 2.843
C6 2.727 0.000 2.221
C7 -1.615 -0.049 -1.725
C8 -2.195 0.937 -2.547
C9 1.565 1.437 4.224
C10 0.401 -1.989 -4.332
C11 -2.526 2.055 -4.764
C12 -1.940 0.976 -3.900
C13 -0.508 -0.966 -3.709
C14 -3.911 -0.971 -0.301
C15 -2.784 -0.356 1.842
C16 -2.974 0.035 0.377
C17 -3.699 1.400 0.409
C18 0.659 -1.009 2.888
C19 -0.661 -2.980 0.545
C20 2.361 -2.246 -1.156
C21 -0.794 -1.005 -2.331
C22 3.130 -0.256 3.690
H1 -1.011 2.630 -0.577
H2 1.795 -2.339 -2.082
H3 -2.054 0.299 2.325
H4 -3.273 2.091 1.142
H5 4.060 -0.293 -2.024
H6 -0.469 -1.850 -1.745
H7 -3.337 2.578 -4.259
H8 2.270 -2.929 0.889
H9 3.352 -2.672 -1.308
H10 4.016 0.327 3.944
H11 -0.210 1.412 2.946
H12 -0.549 -3.398 1.547
H13 0.691 3.860 0.423
H14 1.445 -1.673 -4.256
H15 -0.407 -1.074 2.683
H16 1.395 -3.946 -0.272
H17 3.373 -1.307 3.858
H18 -3.726 -0.241 2.379
H19 3.882 0.604 -0.511
H20 1.196 -1.795 4.843
H21 0.066 -0.450 4.921
H22 3.045 -0.818 1.577
H23 -1.757 2.787 -5.017
H24 -3.438 -1.950 -0.392
H25 -4.826 -1.085 0.280
H26 -0.793 4.353 0.863
H27 -2.907 1.644 -5.698
H28 -4.186 -0.642 -1.304
H29 0.302 -2.964 -3.850
H30 -0.881 0.065 -5.535
H31 -0.744 -3.791 -0.180
H32 0.872 1.798 4.984
H33 -1.468 2.144 0.903
H34 3.158 0.920 1.832
H35 1.128 -1.918 2.520
H36 0.180 -2.116 -5.390
H37 2.419 2.116 4.211
H38 -1.536 -2.348 0.482
H39 -4.724 1.224 0.738
H40 4.498 -1.071 -0.465
H41 -2.464 -1.389 1.965
H42 -3.758 1.904 -0.548
H43 -2.829 1.702 -2.128
H44 1.164 2.242 2.232

Properties
Spin multiplicity = 1
LUMO level = -2.741 eV
HOMO = -11.17 eV
Frontier orbital gap = 8.4 eV
Charge = +1